No. 1
23
Properties=species:S:1:pos:R:3:nbo_charge:R:1 method="wB97M-V/def2-TZVPD" smiles="C=[S@H]1=CN(C)[N+](C)=C1C(N)=O" charge=+1 largest_force_ev_per_a=4.3 de_lowest_kcal_mol=158.43 lumo_energy_ev=-4.478 total_energy_ha=-873.00946 homo_energy_ev=-11.679
S -0.962 1.418 -0.212 1.1354
O -2.844 -0.328 0.228 -0.6136
N 1.350 0.377 -0.355 -0.1135
N -2.361 -2.260 -0.684 -0.7642
N 0.602 -0.737 -0.087 -0.1148
C 1.026 -1.703 0.855 -0.4433
C -0.662 -0.462 -0.378 -0.2055
C -2.007 -1.083 -0.227 0.6026
C 0.665 1.568 -0.650 -0.3637
C -1.484 2.683 0.704 -0.8651
C 2.824 0.444 -0.307 -0.4529
H 0.400 -2.549 0.696 0.2401
H 3.082 1.570 -0.221 0.2500
H -1.549 1.671 -1.332 0.1305
H 3.455 0.060 -1.141 0.2567
H -3.309 -2.539 -0.565 0.4232
H 1.147 2.423 -1.017 0.2675
H -1.130 2.897 1.727 0.2575
H 3.144 0.109 0.759 0.2390
H -1.808 -2.907 -1.098 0.3948
H 2.028 -2.127 0.800 0.2507
H 0.950 -1.321 1.929 0.2354
H -2.558 2.794 0.577 0.2533

---

No. 2
83
Properties=species:S:1:pos:R:3:lowdin_charge:R:1 method="wB97M-V/def2-TZVPD" charge=+3 largest_force_ev_per_a=0.2 de_lowest_kcal_mol=10.87 lumo_energy_ev=-8.836 total_energy_ha=-4548.51274 homo_energy_ev=-15.451
Sb -0.550 -2.428 -1.035 1.3130
Sb 3.121 -0.159 -0.240 1.2987
Y 0.178 -0.019 0.897 1.0507
As -1.120 2.007 -0.617 1.2838
S -0.583 -0.890 4.297 1.0799
O 0.021 -0.819 2.845 -0.7299
C -2.438 4.481 -1.235 -0.0954
C -1.361 3.654 -1.548 -0.4112
C -4.942 -0.693 -1.108 -0.0379
C -3.068 0.026 0.211 -0.1957
C 3.478 1.176 -1.846 -0.2863
C -0.678 3.039 4.009 -0.0339
C -2.609 5.654 -1.952 -0.0417
C -1.429 -1.845 -2.869 -0.2658
C -3.563 1.132 -1.872 -0.0875
C -4.151 -0.824 0.027 -0.0712
C -0.464 3.979 -2.560 -0.1106
C 3.411 -1.848 -4.862 -0.0449
C 0.492 -2.876 5.788 -0.1963
C -1.058 2.388 1.317 -0.4632
C 1.944 -2.948 -2.742 -0.2903
C -1.959 2.817 3.512 -0.0220
C 3.685 -2.053 -1.107 -0.2908
C -0.553 -2.669 4.688 -0.2712
C -2.770 1.009 -0.736 -0.4167
C 2.238 -2.546 -5.120 -0.0441
C 1.571 -1.820 5.574 -0.2055
C 1.526 -3.092 -4.069 -0.0526
C 4.751 0.260 1.054 -0.2925
C 0.810 -0.514 5.381 -0.2960
C 1.125 -3.616 -1.675 -0.2997
C 3.844 -1.707 -3.557 -0.0558
C -2.153 2.485 2.176 -0.0707
C 0.236 2.600 1.836 -0.2166
C -0.650 5.156 -3.272 -0.0482
C -4.652 0.287 -2.049 -0.0373
C 3.124 -2.240 -2.483 -0.2972
C 0.427 2.928 3.174 -0.0527
C -1.718 5.987 -2.966 -0.0310
C -1.878 -3.949 -0.384 -0.2781
H -4.405 -1.556 0.782 0.1180
H -3.438 6.309 -1.722 0.1231
H 4.534 1.132 -2.105 0.0309
H 3.221 2.190 -1.545 0.0096
H 2.170 -2.046 4.689 0.1206
H -1.425 -4.511 0.430 0.0158
H -2.339 -1.287 -2.654 -0.0108
H -2.820 -3.516 -0.057 -0.0042
H 4.774 -2.013 -1.135 0.0810
H -2.533 -0.028 1.164 0.0677
H 2.247 -1.744 6.424 0.1364
H -0.543 3.322 5.045 0.1291
H 5.670 0.177 0.476 0.0292
H 0.883 -3.890 5.740 0.1350
H -0.272 -3.139 3.744 0.1005
H 0.350 -0.170 6.311 0.1175
H 0.030 -2.751 6.768 0.1311
H 4.666 1.271 1.448 0.0138
H -1.563 -2.974 4.955 0.1050
H -5.281 0.400 -2.922 0.1281
H -2.058 -4.615 -1.226 0.0315
H 3.997 -1.442 -5.675 0.1206
H 1.356 0.316 4.934 0.0969
H 0.674 -4.532 -2.059 0.0802
H 4.774 -0.454 1.873 0.0130
H 1.692 -3.884 -0.785 0.0524
H -3.157 2.329 1.801 0.1200
H -1.860 6.903 -3.523 0.1252
H 3.403 -2.834 -0.404 0.0530
H -2.816 2.924 4.165 0.1305
H 2.880 0.876 -2.704 0.0124
H 0.639 -3.678 -4.278 0.1185
H 1.899 -2.691 -6.136 0.1205
H -5.799 -1.339 -1.246 0.1260
H 1.421 3.134 3.549 0.1268
H 1.096 2.604 1.157 0.0942
H 0.036 5.421 -4.064 0.1211
H -3.343 1.892 -2.612 0.1161
H -0.733 -1.225 -3.431 0.0201
H -1.671 -2.736 -3.444 0.0331
H 0.366 3.325 -2.798 0.0939
H 4.782 -1.201 -3.362 0.1202
H -3.137 4.220 -0.450 0.1107

---

No. 3
26
Properties=species:S:1:pos:R:3:nbo_charge:R:1 method="wB97M-V/def2-TZVPD" spin_multiplicity=5 charge=+3 largest_force_ev_per_a=2.6 de_lowest_kcal_mol=0.00 lumo_energy_ev="-12.132 / -13.069" total_energy_ha=-1826.65619 homo_energy_ev="-18.965 / -21.840"
Er -0.963 1.334 -1.139 2.0593
Mg 1.967 2.051 -0.303 1.5258
O -0.569 -0.841 -0.558 -0.6979
O 1.708 -1.137 0.208 -0.4952
O 3.300 0.492 -0.259 -0.6857
O 0.598 0.849 0.535 -1.0535
O -2.720 0.717 -0.170 -0.7154
C 0.553 -0.482 0.555 0.6693
C -1.785 -1.478 -0.182 -0.1324
C 2.918 -0.560 0.613 0.1905
C -2.684 -0.512 0.567 -0.1261
C 3.943 0.058 -1.472 -0.2854
C -3.665 1.663 0.332 -0.2863
H -2.305 -0.300 1.579 0.2206
H -3.701 -0.921 0.644 0.2696
H -3.426 2.636 -0.108 0.2022
H 4.905 -0.405 -1.221 0.2503
H -3.595 1.716 1.427 0.2459
H 2.844 -0.145 1.625 0.2035
H -2.270 -1.812 -1.109 0.2452
H 4.114 0.948 -2.087 0.2152
H 3.676 -1.349 0.574 0.2486
H 0.129 -0.880 1.490 0.1865
H 3.293 -0.645 -2.009 0.2115
H -4.675 1.360 0.025 0.2664
H -1.589 -2.360 0.444 0.2675

---

No. 4
23
Properties=species:S:1:pos:R:3:nbo_charge:R:1 method="wB97M-V/def2-TZVPD" spin_multiplicity=3 charge=+1 largest_force_ev_per_a=7.4 de_lowest_kcal_mol=125.71 lumo_energy_ev="-2.522 / -7.429" total_energy_ha=-421.62688 homo_energy_ev="-9.833 / -13.396"
N 1.217 0.526 -0.107 -0.5785
N 3.187 -0.489 0.178 -0.3611
C -3.890 1.029 0.130 -0.5101
C 2.140 -1.386 0.264 0.0875
C -1.632 1.188 -1.279 -0.4363
C -2.669 1.165 -0.639 0.1486
C 4.632 -0.717 0.335 -0.4061
C -4.323 -0.415 0.340 -0.5770
C 2.570 0.694 0.041 0.1553
C 1.012 -0.783 0.124 0.1105
H 5.024 0.141 1.000 0.2361
H -1.041 1.235 -2.168 0.2644
H 0.253 1.085 -0.348 0.5001
H 2.065 -2.485 0.369 0.2607
H -3.824 1.635 1.102 0.2483
H -4.580 1.643 -0.404 0.2555
H 0.056 -1.273 0.286 0.2574
H -3.501 -0.940 0.773 0.2039
H -5.192 -0.403 0.911 0.2283
H 3.016 1.635 -0.128 0.2267
H -4.427 -0.839 -0.710 0.2173
H 4.819 -1.709 0.670 0.2395
H 5.087 -0.537 -0.740 0.2291

---

No. 5
43
Properties=species:S:1:pos:R:3:lowdin_charge:R:1 method="wB97M-V/def2-TZVPD" charge=-2 largest_force_ev_per_a=0.5 de_lowest_kcal_mol=0.00 lumo_energy_ev=2.943 total_energy_ha=-1983.17471 homo_energy_ev=-1.003
Te -1.502 1.747 1.466 0.5397
Rb 0.425 -1.286 2.357 0.7709
S -2.039 5.002 0.936 0.8459
O 0.246 -3.867 6.191 -0.0631
O 0.593 -2.137 4.824 -0.2792
O -4.330 0.300 -3.599 0.1127
O -0.610 -3.630 2.755 -0.2874
O -3.069 -0.044 -5.373 0.0945
O -1.207 -5.150 4.281 -0.0590
N 1.321 -0.789 -0.735 0.1158
N 3.275 -0.960 1.155 0.0862
C 4.239 -1.072 2.058 -0.1078
C -3.522 5.728 0.458 -0.4836
C -1.022 -0.679 -1.097 -0.0604
C -4.045 3.477 0.696 -0.2954
C -0.722 -0.295 -3.827 -0.0161
C 4.943 -0.713 -0.535 -0.0313
C -3.148 -0.015 -4.173 -0.4807
C 5.591 -1.012 1.739 -0.0585
C -0.645 -4.105 3.934 -0.6726
C 3.617 -0.789 -0.122 -0.2564
C 0.250 -0.658 -1.652 -0.2378
C -2.705 3.417 0.987 -1.1144
C 0.390 -0.477 -3.032 -0.0109
C -4.509 4.790 0.403 -0.2482
C 0.136 -3.287 5.103 -0.6759
C -1.997 -0.270 -3.262 -0.1380
C 5.945 -0.827 0.415 -0.0771
C 2.523 -0.671 -1.104 -0.0869
C -2.134 -0.470 -1.897 -0.0100
H -3.622 6.785 0.265 0.0389
H 1.366 -0.469 -3.497 0.0948
H -4.217 0.402 -2.645 0.0938
H -5.535 5.020 0.143 0.0819
H -0.628 -0.149 -4.894 0.1147
H 5.177 -0.569 -1.583 0.1049
H -4.667 2.593 0.694 0.0784
H 6.334 -1.110 2.518 0.1010
H -3.094 -0.474 -1.392 0.1188
H 6.986 -0.774 0.121 0.1007
H 2.854 -0.475 -2.128 0.1111
H -1.161 -0.816 -0.036 0.0227
H 3.918 -1.224 3.083 0.1233

---

No. 6
10
Properties=species:S:1:pos:R:3:nbo_charge:R:1 method="wB97M-V/def2-TZVPD" charge=-1 largest_force_ev_per_a=0.5 de_lowest_kcal_mol=19.69 lumo_energy_ev=4.400 total_energy_ha=-304.97613 homo_energy_ev=-4.438
O 0.018 1.450 0.274 -0.7945
O -0.530 -1.442 -0.627 -0.7703
O 1.460 -0.150 0.918 -0.7871
C 0.770 0.877 1.091 0.6243
C -1.451 -0.811 -1.491 -0.2422
H -1.784 0.127 -1.051 0.1840
H 0.844 1.333 2.117 -0.0020
H -1.005 -0.583 -2.454 0.1360
H 0.117 -0.758 -0.346 0.5110
H -2.292 -1.481 -1.678 0.1408

---

No. 7
21
Properties=species:S:1:pos:R:3:nbo_charge:R:1 method="wB97M-V/def2-TZVPD" smiles="O=C(CCl)Oc1ccccc1[N+](=O)OCl" charge=+1 largest_force_ev_per_a=5.3 lumo_energy_ev=-6.603 total_energy_ha=-1584.03772 homo_energy_ev=-13.991
Cl 3.508 2.469 0.202 -0.0226
Cl 3.543 -1.684 0.704 0.3910
O 1.369 0.692 -1.455 -0.5239
O 1.394 -2.329 -1.013 -0.1092
O 2.071 -0.918 0.786 -0.3936
O 0.326 1.305 0.479 -0.4868
N 1.049 -1.407 -0.379 0.5217
C 1.847 2.880 -0.540 -0.4178
C -0.258 -1.054 -0.148 -0.0528
C -0.533 0.270 0.422 0.4095
C -2.822 -0.551 0.592 -0.0588
C -1.877 0.472 0.764 -0.2751
C -2.572 -1.783 0.026 -0.2131
C 1.282 1.520 -0.588 0.8068
C -1.286 -2.004 -0.349 -0.1032
H 1.419 3.556 0.176 0.2649
H -2.353 1.244 1.389 0.2713
H 2.017 3.294 -1.442 0.2544
H -3.115 -2.598 0.015 0.2359
H -1.182 -3.019 -0.682 0.2567
H -3.829 -0.355 1.041 0.2446